This record from OMol25 describes a cluster of 2 separate species, C3H8NO2 in total. The level of theory is ωB97M-V/def2-TZVPD.

Lowest unoccupied orbital energy   -0.23340 hartree
F_max   5.48 eV/Å

```
! RIJCOSX wB97M-V def2-TZVPD def2/J DEFGRID3
* xyz 1 1
C 0.3728 -0.1341 -2.8776
C -0.7043 -0.6849 2.0519
C 0.3843 1.2347 1.5207
N 0.3546 0.1795 -1.4874
O -0.0143 -0.7058 -0.7393
O -0.5160 0.3893 1.2128
H 0.7538 -1.0958 -3.1259
H 0.6955 0.6387 -3.5795
H -0.6064 -0.1961 -3.3229
H -1.5220 -1.2754 1.6231
H -0.8850 -0.3776 3.1149
H 0.2113 -1.1057 2.2347
H 1.0667 0.8653 2.2349
H 0.4090 2.2679 1.1395
*
```


This record from OMol25 describes the molecule C20H24FN3O2S. The level of theory is ωB97M-V/def2-TZVPD.

SMILES string   CCc1csc(CCNC(=O)[C@H]2CCC(=O)N(Cc3ccccc3F)C2)n1
Lowest unoccupied orbital energy   0.02032 hartree
F_max   0.95 eV/Å

```
! RIJCOSX wB97M-V def2-TZVPD def2/J DEFGRID3
* xyz 0 1
C -3.3912 -2.5926 -1.3388
H -3.2599 -3.5652 -1.8058
H -4.4047 -2.2468 -1.5322
H -3.2642 -2.6966 -0.2644
C -2.3710 -1.6033 -1.8972
C -2.4779 -0.2725 -1.2284
C -2.5197 0.9286 -1.8666
S -2.6876 2.2207 -0.7435
C -2.7054 1.0307 0.5358
N -2.5794 -0.1810 0.1275
C -2.8596 1.4419 1.9559
H -3.3460 2.4166 2.0020
H -3.4864 0.7077 2.4688
C -1.5025 1.5295 2.6713
N -0.8416 0.2495 2.6999
C 0.3244 0.0234 2.0535
O 0.9871 0.9123 1.5656
C 0.7502 -1.4482 2.0709
H 0.9472 -1.7020 3.1185
C -0.3659 -2.3500 1.5084
H -0.8987 -2.8532 2.3183
H -1.0885 -1.7441 0.9551
C 0.2087 -3.3983 0.5567
C 0.9471 -2.6949 -0.5631
O 0.7229 -2.8933 -1.7448
N 1.8551 -1.8084 -0.1164
C 2.0673 -1.6312 1.2989
H 2.6098 -2.4960 1.7044
H 2.6798 -0.7396 1.4434
C 2.6823 -1.0688 -1.0523
C 2.3424 0.3972 -1.0578
C 3.1714 1.3371 -0.4630
C 2.8667 2.6834 -0.4327
C 1.6884 3.1115 -1.0148
C 0.8416 2.1969 -1.6172
C 1.1636 0.8529 -1.6333
H 0.4999 0.1355 -2.0939
H -0.0744 2.5374 -2.0756
H 1.4306 4.1596 -0.9958
H 3.5431 3.3708 0.0501
F 4.3323 0.9262 0.1048
H 2.4866 -1.5013 -2.0378
H 3.7351 -1.2164 -0.7920
H 0.9004 -4.0586 1.0854
H -0.5871 -4.0050 0.1243
H -1.3893 -0.5348 3.0157
H -0.8332 2.2169 2.1476
H -1.6576 1.8890 3.6944
H -2.4653 1.1251 -2.9181
H -1.3648 -2.0054 -1.7590
H -2.5249 -1.4688 -2.9693
*
```


This record from OMol25 describes a cluster of 10 separate species, H20O10 in total. The level of theory is ωB97M-V/def2-TZVPD.

SMILES string   O.O.O.O.O.O.O.O.O.O
Lowest unoccupied orbital energy   -0.03106 hartree
F_max   1.83 eV/Å

```
! RIJCOSX wB97M-V def2-TZVPD def2/J DEFGRID3
* xyz 0 1
O 0.2958 -0.5596 0.0070
H 0.4905 -0.0902 -0.7988
H -0.1453 0.2011 0.4516
O -0.6193 1.9102 1.0088
H -1.3968 2.4106 1.2785
H -0.2291 2.4204 0.2875
O 2.6342 -1.1205 1.1854
H 1.7846 -0.8507 0.7775
H 2.4384 -1.8449 1.7915
O -0.6474 -0.1422 3.3430
H -0.2540 -0.9342 3.7551
H -0.3105 0.5020 3.9416
O -0.6105 1.1599 -2.4541
H -0.2379 2.0427 -2.2557
H -0.1069 0.7877 -3.1725
O -0.8990 -3.0749 -0.5362
H -1.7677 -3.1043 -0.1127
H -0.7555 -2.1359 -0.5041
O -2.9019 -0.5320 1.9548
H -2.0802 -0.3162 2.3673
H -2.7400 -0.3127 1.0555
O 2.9917 1.2452 -2.0542
H 3.0660 2.1199 -2.4870
H 2.5870 1.4836 -1.2058
O -2.6700 0.5435 -0.5334
H -1.8059 0.8848 -0.7422
H -3.1428 1.2857 -0.2112
O 2.1309 -1.4334 -2.4027
H 2.4494 -1.9375 -1.6466
H 2.4524 -0.6079 -2.0878
*
```


This record from OMol25 describes the molecule C19H30N2O2S. The level of theory is ωB97M-V/def2-TZVPD.

SMILES string   CCCN(CCC)C(=O)c1c(NC(=O)CC)sc2c1CCCCC2
Lowest unoccupied orbital energy   0.02958 hartree
F_max   0.87 eV/Å

```
! RIJCOSX wB97M-V def2-TZVPD def2/J DEFGRID3
* xyz 0 1
C -1.5523 3.2324 1.5906
C -0.5152 2.7668 0.5770
H 0.1901 3.5749 0.3801
C -1.1937 2.3251 -0.7259
N -0.2841 1.7381 -1.6893
C 0.2955 0.5258 -1.5184
O 1.2422 0.1525 -2.2025
C -0.2085 -0.3221 -0.4088
C 0.6787 -0.7579 0.5419
N 2.0374 -0.5123 0.5393
C 2.8440 -0.9260 1.5520
O 2.3883 -1.4674 2.5395
C 4.3109 -0.6214 1.3409
C 4.5690 0.8850 1.3690
H 4.0492 1.3886 0.5566
H 5.6334 1.0819 1.2667
H 4.2299 1.3078 2.3119
H 4.8719 -1.1102 2.1377
H 4.6281 -1.0362 0.3817
H 2.4100 -0.1625 -0.3363
S -0.0704 -1.6672 1.7988
C -1.5993 -1.5498 0.9731
C -1.5220 -0.8246 -0.1775
C -2.6600 -0.7007 -1.1461
H -2.3340 -0.1058 -2.0016
C -3.1252 -2.0711 -1.6541
C -4.0093 -2.8341 -0.6683
C -3.2860 -3.3579 0.5709
H -2.4327 -3.9673 0.2673
H -3.9757 -4.0008 1.1229
C -2.8006 -2.2481 1.5104
H -2.5461 -2.6806 2.4793
H -3.6132 -1.5307 1.6640
H -4.8344 -2.1886 -0.3549
H -4.4454 -3.6878 -1.1937
H -2.2507 -2.6737 -1.9066
H -3.6984 -1.9173 -2.5720
H -3.5102 -0.1945 -0.6769
C 0.1599 2.5597 -2.7988
C 1.1036 3.6988 -2.4035
C 2.3782 3.1857 -1.7453
H 2.8727 2.4683 -2.3955
H 3.0619 4.0075 -1.5442
H 2.1495 2.6907 -0.8038
H 1.3579 4.2468 -3.3129
H 0.5907 4.3921 -1.7334
H -0.7243 2.9712 -3.2980
H 0.6785 1.8911 -3.4901
H -1.9773 1.6100 -0.4733
H -1.6659 3.1875 -1.2026
H 0.0422 1.9255 0.9922
H -2.1304 4.0649 1.1948
H -2.2361 2.4222 1.8332
H -1.0671 3.5561 2.5076
*
```


The records above give, respectively, HOMO values of -13.455 -8.754 -10.311 -7.709 eV.
The records above give, respectively, Kohn-Sham gap values of 7.10 9.31 9.47 8.51 eV.